{
  "formula": "C3H6N4S",
  "method": "ωB97M-V with the def2-TZVPD basis set",
  "species": ["C", "N", "C", "N", "C", "N", "N", "S", "H", "H", "H", "H", "H", "H"],
  "positions_angstrom": [[-1.0651, 1.5876, 0.6647], [0.0278, 0.8612, 0.9469], [0.2783, -0.1072, 0.1625], [-0.4100, -0.4272, -0.9988], [0.2901, -1.3808, -1.6190], [1.1620, -1.8672, -0.6569], [1.1010, -1.0853, 0.3534], [2.4488, -0.9216, 1.3603], [-0.8461, 1.8833, -0.4835], [-1.1592, 2.4630, 1.1440], [-1.8731, 1.0392, 0.9665], [-1.3540, -0.0358, -1.3087], [-0.0335, -1.6958, -2.7073], [1.4330, -0.3134, 2.1759]],
  "forces_ev_per_a": [[0.893, 1.045, -5.145], [4.071, -1.996, 2.230], [-4.357, 3.403, 0.656], [-2.504, 2.295, -0.910], [1.237, -3.086, 0.995], [-0.469, -2.451, -7.595], [1.970, -0.751, 1.152], [-1.447, 0.745, 1.892], [-1.991, -0.254, 1.747], [0.177, 3.335, 1.955], [-3.134, -1.431, -0.340], [2.389, -0.559, 0.762], [1.266, 0.021, 2.771], [1.899, -0.315, -0.170]],
  "lowdin_charge": [-0.18, -0.03, -0.54, 0.09, -0.13, 0.01, -0.55, 0.82, 0.14, 0.03, 0.06, 0.18, 0.16, -0.05],
  "gap_ev": 8.18,
  "max_force_ha_per_bohr": 0.1555,
  "e_above_lowest_kcal_mol": 104.2,
  "e_homo_ev": -7.54,
  "smiles": "C/N=c1\\[nH]cnn1S"
}